# C15H31BNO29S8

7 unconnected molecules or ions with the total composition C15H31BNO29S8 in a non-equilibrium geometry (the ωB97M-V functional and the def2-TZVPD basis, the Open Molecules 2025 dataset).

LUMO, eV: 1.45
Largest force on an atom, hartree/bohr: 0.3830
Total energy, eV: -164271.8099

Structure (ORCA input):
```
! RIJCOSX wB97M-V def2-TZVPD def2/J DEFGRID3
* xyz -1 1
O 1.694 1.790 0.064
C 1.417 0.465 0.025
N 1.359 -0.884 -0.312
B 1.969 -1.102 -1.691
S 3.735 -0.493 -1.880
H 1.826 -2.249 -1.955
H 1.296 -0.470 -2.454
H 4.110 0.363 -0.806
C 7.011 4.289 -1.311
C 5.708 3.580 -0.950
O 5.579 2.527 -1.902
S 7.067 2.000 -2.314
O 7.366 0.827 -1.524
O 7.180 2.029 -3.754
O 7.912 3.254 -1.702
H 6.871 4.959 -2.165
H 7.421 4.853 -0.470
H 4.844 4.248 -0.995
H 5.768 3.129 0.047
C -3.202 0.174 -4.443
C -2.514 1.330 -3.724
O -1.574 0.716 -2.844
S -1.034 -0.664 -3.526
O 0.229 -0.383 -4.173
O -1.212 -1.741 -2.581
O -2.179 -0.792 -4.680
H -3.965 -0.288 -3.808
H -3.657 0.487 -5.387
H -3.218 1.950 -3.163
H -1.957 1.957 -4.428
C 7.853 5.686 3.432
C 6.415 6.112 3.712
O 6.155 7.173 2.796
S 7.003 6.911 1.427
O 6.124 6.285 0.465
O 7.775 8.096 1.134
O 8.007 5.770 2.016
H 8.566 6.376 3.894
H 8.057 4.669 3.778
H 6.273 6.449 4.742
H 5.713 5.300 3.495
C 0.210 -3.437 1.616
C -1.154 -2.826 1.924
O -1.850 -3.822 2.670
S -0.773 -4.669 3.554
O -0.760 -4.123 4.893
O -0.961 -6.075 3.279
O 0.574 -4.166 2.786
H 0.146 -4.143 0.781
H 0.962 -2.676 1.391
H -1.708 -2.565 1.019
H -1.054 -1.938 2.557
C -5.997 -3.951 -1.939
C -6.114 -3.516 -3.397
O -6.775 -2.253 -3.358
S -6.359 -1.479 -1.984
O -5.290 -0.556 -2.293
O -7.567 -1.083 -1.298
O -5.716 -2.759 -1.206
H -6.944 -4.360 -1.573
H -5.202 -4.687 -1.790
H -6.679 -4.229 -4.001
H -5.125 -3.365 -3.843
C 1.859 4.856 3.797
C 1.168 5.963 3.006
O 0.997 5.433 1.693
S 0.774 3.820 1.799
O -0.647 3.557 1.751
O 1.725 3.170 0.928
O 1.273 3.638 3.340
H 2.930 4.823 3.576
H 1.714 4.968 4.875
H 1.756 6.883 2.976
H 0.175 6.180 3.415
C -7.958 -8.764 1.011
C -7.889 -7.385 1.661
O -6.911 -6.668 0.911
S -6.951 -7.179 -0.637
O -7.759 -6.253 -1.398
O -5.613 -7.562 -1.027
O -7.826 -8.533 -0.390
H -7.122 -9.394 1.333
H -8.900 -9.275 1.226
H -7.606 -7.434 2.715
H -8.843 -6.856 1.565
*
```

# C15H31BaN5O7

A molecular structure, C15H31BaN5O7 in a non-equilibrium geometry (the ωB97M-V functional and the def2-TZVPD basis, the Open Molecules 2025 dataset).

LUMO, eV: -1.86
Largest force on an atom, hartree/bohr: 0.0951
Total energy, eV: -38527.1456

Structure (ORCA input):
```
! RIJCOSX wB97M-V def2-TZVPD def2/J DEFGRID3
* xyz 0 1
O -0.979 0.537 -6.048
H -1.482 0.271 -6.832
Ba -0.274 -0.093 -1.251
N -0.697 2.298 0.021
N 0.421 2.056 -2.576
N -2.399 -0.879 0.159
N -1.904 -1.644 -2.491
O -0.924 2.169 1.304
O -2.449 -0.667 1.561
O -0.794 -2.143 -3.287
O 1.269 1.185 -3.003
C 0.984 2.868 -1.596
C 0.373 3.020 -0.321
C -2.469 -2.172 -0.175
C -2.074 -2.562 -1.502
C 0.850 4.024 0.659
H 1.106 3.613 1.636
H 0.010 4.713 0.786
H 1.687 4.550 0.230
C 2.312 3.366 -2.020
H 2.112 3.666 -3.048
H 3.128 2.642 -2.038
H 2.592 4.220 -1.445
C -3.015 -3.184 0.782
C -1.886 -3.997 -1.875
H -3.653 -2.685 1.532
H -2.261 -3.812 1.298
H -3.639 -3.843 0.168
H -1.088 -4.202 -2.617
H -2.852 -4.300 -2.331
H -1.740 -4.671 -1.023
H -2.341 0.314 1.660
H -0.399 -1.394 -3.813
C -1.902 1.067 -5.077
H -1.346 1.785 -4.454
H -2.371 0.264 -4.475
H -2.735 1.627 -5.533
O -3.179 1.497 -1.256
H -3.650 0.813 -0.718
H -2.893 2.225 -0.659
O 1.551 -0.911 0.264
C 1.599 -0.982 1.503
C 2.790 -1.690 2.093
C 3.666 -0.742 2.882
C 3.132 -0.518 4.291
C 1.807 0.230 4.384
C 0.621 -0.498 3.764
N 0.655 -0.444 2.300
H 2.444 -2.561 2.659
H 3.332 -2.025 1.206
H 4.664 -1.186 2.918
H 3.763 0.218 2.358
H 3.025 -1.495 4.776
H 3.891 0.037 4.848
H 1.571 0.383 5.441
H 1.895 1.227 3.942
H 0.622 -1.556 4.068
H -0.326 -0.061 4.102
H -0.150 0.031 1.869
*
```

# C15H31BeFP2

A molecular structure, C15H31BeFP2 in a non-equilibrium geometry (the ωB97M-V functional and the def2-TZVPD basis, the Open Molecules 2025 dataset).

LUMO, eV: -0.13
Largest force on an atom, hartree/bohr: 0.0450
Total energy, eV: -37752.8118

Structure (ORCA input):
```
! RIJCOSX wB97M-V def2-TZVPD def2/J DEFGRID3
* xyz 0 1
P -0.768 2.761 0.266
P -1.966 -0.881 0.213
C -2.422 1.925 -0.050
C -2.641 0.697 0.844
H -2.440 1.648 -1.116
H -3.228 2.655 0.114
H -2.193 0.824 1.844
H -3.722 0.514 0.976
C -3.105 -1.431 -1.066
H -3.068 -2.529 -1.132
H -2.831 -0.988 -2.036
H -4.132 -1.123 -0.818
C -1.861 -2.043 1.575
H -2.818 -2.565 1.693
H -1.624 -1.503 2.500
H -1.067 -2.773 1.370
C -0.371 3.258 -1.466
H 0.659 3.643 -1.438
H -1.049 4.043 -1.827
H -0.416 2.395 -2.143
C -1.348 4.392 0.886
H -1.863 4.251 1.845
H -2.009 4.889 0.164
H -0.447 4.997 1.052
Be -4.107 1.887 -3.359
C -5.594 1.094 -2.683
C -5.237 0.599 -3.925
C -5.759 1.149 -5.226
C -5.585 2.686 -5.363
C -4.480 3.235 -4.490
C -4.607 3.641 -3.177
C -5.884 3.597 -2.388
C -6.577 2.223 -2.471
C -0.341 -0.685 -0.516
H -5.439 0.463 -1.799
H -4.813 -0.410 -3.989
H -6.817 0.889 -5.395
H -5.212 0.676 -6.056
H -5.334 2.899 -6.414
H -6.548 3.193 -5.187
H -3.621 3.611 -5.054
H -3.868 4.345 -2.778
H -6.592 4.388 -2.685
H -5.658 3.805 -1.330
H -7.128 2.057 -1.533
H -7.332 2.252 -3.270
H 0.384 -1.267 0.067
H -0.009 0.360 -0.528
H -0.357 -1.066 -1.545
F -2.720 1.487 -3.018
*
```

# C15H31BeNO3P2

A molecular structure, C15H31BeNO3P2 in a non-equilibrium geometry (the ωB97M-V functional and the def2-TZVPD basis, the Open Molecules 2025 dataset).

LUMO, eV: -0.20
Largest force on an atom, hartree/bohr: 0.0787
Total energy, eV: -42666.3152

Structure (ORCA input):
```
! RIJCOSX wB97M-V def2-TZVPD def2/J DEFGRID3
* xyz 0 1
P 0.768 -0.834 2.001
P 2.004 -0.906 -1.222
C 0.008 0.107 0.650
C 0.293 -0.454 -0.767
H 0.363 1.145 0.711
H -1.077 0.154 0.818
H -0.350 -1.329 -0.945
H -0.065 0.291 -1.495
C 3.027 0.531 -1.528
H 4.019 0.160 -1.817
H 3.136 1.105 -0.598
H 2.625 1.171 -2.321
C 2.120 -2.128 -2.515
H 1.658 -1.784 -3.444
H 1.648 -3.068 -2.198
H 3.184 -2.338 -2.697
C 0.935 0.193 3.469
H 1.360 -0.405 4.287
H -0.020 0.631 3.779
H 1.653 0.997 3.248
C -0.202 -2.360 2.285
H -0.143 -3.003 1.389
H -1.257 -2.152 2.511
H 0.251 -2.915 3.124
Be 2.729 -1.524 1.424
C -2.536 1.127 -2.442
C -1.717 2.171 -2.276
C -2.081 3.490 -1.661
C -3.069 3.460 -0.465
C -2.800 2.364 0.524
C -3.285 1.118 0.473
C -4.196 0.562 -0.580
C -3.979 1.059 -2.033
C 3.151 -2.374 2.836
H -2.181 0.211 -2.931
H -0.699 2.140 -2.677
H -2.489 4.175 -2.423
H -1.143 3.944 -1.306
H -2.922 4.412 0.071
H -4.106 3.450 -0.830
H -2.146 2.673 1.349
H -3.095 0.422 1.295
H -5.249 0.738 -0.309
H -4.054 -0.530 -0.581
H -4.455 0.306 -2.683
H -4.509 2.009 -2.192
H 3.254 -3.444 2.607
H 2.463 -2.255 3.689
H 4.132 -1.976 3.123
O 5.872 -1.998 0.793
N 5.124 -2.964 0.641
O 5.301 -3.931 -0.102
O 2.747 -1.645 -0.061
*
```